Model i:
{"formula": "C5H11N", "method": "wB97M-V/def2-TZVPD", "species": ["C", "C", "C", "C", "C", "N", "H", "H", "H", "H", "H", "H", "H", "H", "H", "H", "H"], "coordinates": [[1.7520, 0.0031, 0.8230], [-0.7457, 0.4206, 0.2233], [-1.6685, -0.5403, 0.9466], [0.4427, -0.6525, -2.1181], [0.6002, 0.7026, 0.7753], [-0.0332, 1.7385, 1.3412], [0.5935, 2.5070, 1.5676], [2.6342, 0.4271, 1.2828], [1.8254, -0.9690, 0.3646], [-0.2772, -0.3173, -1.1049], [-1.2324, 1.1036, -0.4664], [-2.1618, -0.0444, 1.7864], [-1.1135, -1.3862, 1.3488], [-2.4527, -0.8992, 0.2797], [0.9115, -1.6168, -1.9852], [1.1757, 0.1404, -2.1124], [-0.2500, -0.6174, -2.9523]], "nbo_charge": [-0.579, 0.027, -0.674, -0.758, 0.132, -0.754, 0.389, 0.208, 0.204, 0.193, 0.241, 0.265, 0.232, 0.227, 0.215, 0.224, 0.209], "homo_energy_ev": [-7.438, -7.438], "multiplicity": 1, "lumo_ev": [-0.13, -0.13]}

=====

Model ii:
{"formula": "C5H11N", "method": "wB97M-V/def2-TZVPD", "species": ["C", "C", "C", "N", "C", "C", "H", "H", "H", "H", "H", "H", "H", "H", "H", "H", "H"], "coordinates": [[-1.9900, -2.2920, 0.9883], [-1.3830, -1.0791, 0.4995], [-0.1486, -0.7340, 0.1178], [0.4391, 0.5104, 0.1976], [1.6584, 0.9416, -0.4460], [1.3396, 2.3581, -1.2801], [-1.3089, -3.0898, 1.2279], [-2.7552, -2.5670, 0.3832], [-2.5840, -1.9913, 1.8153], [-1.9507, -0.1902, 0.3039], [0.5117, -1.5273, -0.0058], [-0.1120, 1.2448, 0.6573], [2.4318, 1.1203, 0.4594], [2.1496, 0.3172, -1.1472], [0.8059, 3.2171, -0.5644], [2.2228, 2.8528, -1.7079], [0.6573, 1.8722, -2.0821]], "nbo_charge": [-0.632, -0.294, 0.016, -0.632, -0.194, -0.626, 0.212, 0.210, 0.217, 0.175, 0.161, 0.386, 0.166, 0.205, 0.203, 0.211, 0.216], "homo_energy_ev": -7.246, "multiplicity": 1, "lumo_ev": 1.14, "smiles": "C/C=C/NCC"}

=====

Most stable structure - model ii; separation to the second - 226.7 kJ/mol.

=====

Model i:
{"formula": "C5H11N", "method": "wB97M-V/def2-TZVPD", "species": ["C", "C", "N", "C", "C", "C", "H", "H", "H", "H", "H", "H", "H", "H", "H", "H", "H"], "coordinates": [[-1.9429, 0.7837, 0.2371], [-1.4291, -0.3941, -0.5919], [0.0082, -0.6811, -0.5641], [0.5662, -1.2325, 0.6532], [0.9376, 0.1319, 0.1998], [2.2688, 0.4644, -0.4291], [-3.0370, 0.7784, 0.2192], [-1.6259, 0.7338, 1.2854], [-1.6037, 1.7387, -0.1792], [-1.9402, -1.3120, -0.2764], [-1.7163, -0.2238, -1.6366], [-0.0785, -1.3094, 1.5324], [1.2451, -2.0741, 0.5202], [0.5171, 0.9386, 0.8023], [3.0162, 0.6885, 0.3413], [2.1842, 1.3425, -1.0803], [2.6302, -0.3732, -1.0333]], "nbo_charge": [-0.636, -0.214, -0.411, -0.260, -0.078, -0.612, 0.219, 0.201, 0.207, 0.188, 0.193, 0.184, 0.196, 0.189, 0.209, 0.210, 0.217], "homo_energy_ev": -8.865, "multiplicity": 1, "lumo_ev": 1.17, "smiles": "CCN1C[C@H]1C"}

=====

Model ii:
{"formula": "C5H11N", "method": "wB97M-V/def2-TZVPD", "species": ["C", "C", "C", "C", "C", "N", "H", "H", "H", "H", "H", "H", "H", "H", "H", "H", "H"], "coordinates": [[0.4346, 0.4974, -2.6839], [-0.3638, -0.0920, -1.4493], [0.2074, 0.2962, -0.0386], [-0.3268, -0.0777, 1.1614], [0.3152, 0.4758, 2.4126], [-0.9100, -1.3157, 1.3506], [1.5107, 0.2265, -2.6572], [0.0892, -0.0829, -3.5915], [0.3404, 1.5765, -2.7352], [-0.1467, -1.1675, -1.4869], [-1.2788, 0.4979, -1.4623], [1.2188, 0.6749, 0.0028], [1.3896, 0.5742, 2.1828], [-0.0747, 1.4795, 2.7522], [0.2705, -0.2579, 3.2547], [-1.3284, -1.3977, 2.3188], [-1.3471, -1.9075, 0.6687]], "nbo_charge": [-0.602, -0.467, -0.311, 0.175, -0.646, -0.820, 0.197, 0.207, 0.207, 0.211, 0.232, 0.193, 0.230, 0.224, 0.202, 0.372, 0.395], "homo_energy_ev": -7.378, "multiplicity": 1, "lumo_ev": 1.07, "smiles": "CC/C=C(/C)N"}

=====

Model iii:
{"formula": "C5H11N", "method": "wB97M-V/def2-TZVPD", "species": ["C", "N", "C", "C", "C", "C", "H", "H", "H", "H", "H", "H", "H", "H", "H", "H", "H"], "coordinates": [[1.9746, 0.2573, -0.7462], [0.9879, -0.3532, 0.1217], [0.4441, 0.2404, 1.3127], [-0.4493, -0.1551, 0.1824], [-1.2178, 0.9794, -0.4831], [-1.1874, -1.4793, 0.1951], [2.5010, -0.5445, -1.2817], [1.5764, 0.9568, -1.4958], [2.7242, 0.7817, -0.1428], [0.5571, 1.3193, 1.4606], [0.5133, -0.3465, 2.2287], [-2.2483, 0.9452, -0.1031], [-1.2745, 0.8938, -1.5745], [-0.8191, 1.9671, -0.2275], [-2.1365, -1.4312, 0.7407], [-1.4013, -1.7927, -0.8350], [-0.5442, -2.2385, 0.6477]], "nbo_charge": [-0.411, -0.429, -0.240, 0.097, -0.629, -0.605, 0.200, 0.180, 0.196, 0.177, 0.189, 0.220, 0.210, 0.211, 0.203, 0.207, 0.224], "homo_energy_ev": -8.590, "multiplicity": 1, "lumo_ev": 1.07, "smiles": "CN1CC1(C)C"}

=====

Most stable structure - model i; separation to the second - 12.8 kJ/mol.

=====

Model i:
{"formula": "C4H9NO2", "method": "wB97M-V/def2-TZVPD", "species": ["H", "N", "C", "C", "H", "H", "H", "H", "C", "O", "C", "O", "H", "H", "H", "H"], "coordinates": [[-0.7305, -1.5815, 0.8701], [-0.3059, -1.0244, 0.1300], [0.9479, -1.1740, 0.0268], [1.8416, -2.0141, 0.8740], [1.4421, -0.5702, -0.7424], [1.2684, -2.6967, 1.5074], [2.5441, -2.5789, 0.2538], [2.4290, -1.3391, 1.5064], [-1.7669, 2.1685, 0.0740], [-1.7431, 1.1542, -0.9250], [-0.5187, 0.8737, -1.3762], [0.4821, 1.4905, -1.0917], [-2.8159, 2.3105, 0.3338], [-1.1957, 1.8575, 0.9549], [-1.3344, 3.0925, -0.3151], [-0.5440, 0.0317, -2.0808]], "nbo_charge": [0.338, -0.645, 0.164, -0.690, 0.183, 0.213, 0.229, 0.236, -0.268, -0.504, 0.670, -0.636, 0.192, 0.190, 0.193, 0.135], "homo_energy_ev": -9.756, "multiplicity": 1, "lumo_ev": 1.02, "smiles": "[H]/N=C\\C.COC=O"}

=====

Model ii:
{"formula": "C4H9NO2", "method": "wB97M-V/def2-TZVPD", "species": ["C", "C", "C", "C", "O", "H", "H", "H", "H", "H", "H", "N", "O", "H", "H", "H"], "coordinates": [[-0.8679, 1.2087, 0.9307], [0.1297, 0.9904, -1.4432], [-0.7089, 0.4437, -0.3387], [-1.3465, -0.8117, -0.4912], [-2.3702, -1.3086, -0.8757], [1.0815, 1.3702, -1.0669], [-1.5244, 2.0694, 0.7411], [-1.3228, 0.6087, 1.7175], [0.0919, 1.5868, 1.2881], [-0.4095, 1.8254, -1.9119], [0.3293, 0.2472, -2.2137], [2.0304, -1.5110, 0.9922], [0.8317, -1.1203, 0.4525], [-0.3799, -1.5157, -0.0203], [2.5410, -2.1122, 0.3506], [1.8946, -1.9708, 1.8888]], "nbo_charge": [-0.648, -0.648, 0.144, 0.363, -0.484, 0.235, 0.232, 0.235, 0.235, 0.232, 0.235, -0.488, -0.597, 0.296, 0.329, 0.329], "homo_energy_ev": [-7.698, -8.003], "multiplicity": 1, "lumo_ev": [-0.39, -0.09]}

=====

Model iii:
{"formula": "C4H9NO2", "method": "wB97M-V/def2-TZVPD", "species": ["C", "C", "C", "O", "H", "H", "H", "H", "H", "H", "H", "H", "N", "C", "O", "H"], "coordinates": [[0.7761, 0.0665, 1.9631], [0.2366, 0.0392, 0.5408], [-1.1926, -0.4686, 0.4677], [1.0208, -0.8453, -0.2737], [0.7365, -0.9375, 2.3989], [0.1849, 0.7439, 2.5879], [1.8162, 0.4143, 1.9876], [0.2832, 1.0544, 0.1140], [-1.2554, -1.4751, 0.8944], [-1.8629, 0.1948, 1.0228], [-1.5347, -0.5143, -0.5708], [1.9490, -0.5860, -0.1957], [0.0154, -0.1115, -2.8242], [-0.5277, 0.9620, -2.9485], [-1.0733, 1.9756, -3.1872], [0.4279, -0.5125, -1.9769]], "nbo_charge": [-0.631, 0.093, -0.628, -0.736, 0.215, 0.220, 0.206, 0.162, 0.214, 0.217, 0.223, 0.478, -0.792, 0.846, -0.532, 0.445], "homo_energy_ev": -10.612, "multiplicity": 1, "lumo_ev": 0.63, "smiles": "CC(C)O.N=C=O"}

=====

Model iv:
{"formula": "C4H9NO2", "method": "wB97M-V/def2-TZVPD", "species": ["O", "C", "C", "C", "N", "C", "O", "H", "H", "H", "H", "H", "H", "H", "H", "H"], "coordinates": [[2.2693, -1.3728, -2.5505], [1.1314, -1.1135, -2.1363], [0.5843, -1.3925, -0.7864], [-0.0779, -0.0677, -0.3092], [-0.2558, -0.0228, 1.1396], [-0.4104, 1.3109, 1.8293], [-1.8122, 1.7053, 1.6263], [0.3302, -0.7573, -2.9378], [-0.0382, -2.3797, -0.7592], [1.5110, -1.6406, -0.1621], [0.6450, 0.7200, -0.7168], [-1.0689, -0.0718, -0.8684], [-1.1270, -0.4230, 1.4854], [-0.1474, 1.1778, 2.8751], [0.3769, 1.9758, 1.3270], [-1.9102, 2.3518, 0.9441]], "nbo_charge": [-0.519, 0.432, -0.526, -0.224, -0.652, 0.082, -0.751, 0.098, 0.241, 0.236, 0.202, 0.181, 0.371, 0.188, 0.163, 0.476], "homo_energy_ev": -9.261, "multiplicity": 1, "lumo_ev": 0.77, "smiles": "O=CCCNCO"}

=====

Most stable structure - model iii; separation to the second - 105.7 kJ/mol.

=====

Model i:
{"formula": "C4H9NO2", "method": "wB97M-V/def2-TZVPD", "species": ["C", "N", "C", "C", "C", "O", "O", "H", "H", "H", "H", "H", "H", "H", "H", "H"], "coordinates": [[-2.0154, 0.3331, 0.0265], [-1.3739, 1.2221, -0.8122], [-0.5808, 0.6827, -1.7588], [0.5069, -0.6701, 2.4711], [1.0463, -0.5222, 1.2699], [1.9337, -0.0830, -1.2573], [-2.2387, 0.5110, 1.1867], [-2.2842, -0.6197, -0.4613], [-0.4067, -0.3928, -1.6541], [0.4120, 1.2487, -1.6850], [-0.9246, 0.8389, -2.7927], [-0.4705, -0.2360, 2.6423], [1.1198, -1.0169, 3.2947], [2.1130, -0.5851, 1.0543], [0.5130, -0.3969, 0.3427], [2.6499, -0.3139, -1.8669]], "nbo_charge": [0.463, -0.182, -0.485, -0.410, -0.354, -0.845, -0.443, 0.121, 0.224, 0.383, 0.302, 0.210, 0.195, 0.209, 0.172, 0.439], "homo_energy_ev": -9.459, "multiplicity": 1, "lumo_ev": -4.32}

=====

Model ii:
{"formula": "C4H9NO2", "method": "wB97M-V/def2-TZVPD", "species": ["C", "C", "N", "C", "C", "O", "O", "H", "H", "H", "H", "H", "H", "H", "H", "H"], "coordinates": [[-1.0909, -0.0123, -0.4320], [-0.5190, 0.5853, -1.6764], [-1.1301, 0.7581, 0.7175], [1.0128, -0.4230, 1.0526], [2.3315, -0.2655, 0.8073], [0.1168, 1.0548, 1.1513], [-2.1552, -0.8308, -0.6821], [-2.3963, -1.3297, 0.1090], [-1.7156, 0.3566, 1.4547], [0.2322, -0.6788, 0.1324], [0.7067, -1.0251, 1.9090], [0.2860, 1.2688, -1.4164], [-0.1374, -0.1989, -2.3299], [-1.3006, 1.1336, -2.2116], [2.6806, 0.3754, 0.0072], [3.0785, -0.7683, 1.4075]], "nbo_charge": [0.455, -0.676, -0.262, -0.165, -0.509, -0.427, -0.669, 0.483, 0.339, 0.131, 0.191, 0.248, 0.234, 0.234, 0.193, 0.203], "homo_energy_ev": [-7.526, -7.525], "multiplicity": 1, "lumo_ev": [0.42, 0.42]}

=====

Model iii:
{"formula": "C4H9NO2", "method": "wB97M-V/def2-TZVPD", "species": ["C", "C", "O", "C", "N", "C", "O", "H", "H", "H", "H", "H", "H", "H", "H", "H"], "coordinates": [[1.9038, 0.1948, -1.0484], [0.4621, 0.5029, -0.6115], [0.2554, 1.7911, -0.0382], [0.0689, -0.5182, 0.4541], [-1.1754, -0.1860, 1.1274], [-2.3048, -0.9726, 1.0329], [-2.4469, -1.8713, 0.2336], [2.4858, 0.4728, -0.1701], [2.0147, -0.8874, -1.1196], [2.2289, 0.7228, -1.9360], [-0.2793, 0.3681, -1.4071], [0.3662, 2.4699, -0.7332], [0.8402, -0.6543, 1.2160], [-0.0411, -1.4882, -0.0328], [-1.3529, 0.8039, 1.2030], [-3.0255, -0.7483, 1.8299]], "nbo_charge": [-0.638, 0.089, -0.739, -0.244, -0.645, 0.534, -0.594, 0.216, 0.220, 0.215, 0.164, 0.477, 0.192, 0.229, 0.409, 0.114], "homo_energy_ev": -9.598, "multiplicity": 1, "lumo_ev": 0.73, "smiles": "C[C@H](O)CNC=O"}

=====

Model iv:
{"formula": "C4H9NO2", "method": "wB97M-V/def2-TZVPD", "species": ["C", "C", "C", "O", "H", "H", "H", "H", "H", "H", "N", "C", "O", "H", "H", "H"], "coordinates": [[-2.3310, -0.4639, -0.1035], [-0.7751, -0.6704, -0.1160], [-0.5757, 0.5000, -1.0054], [-0.3128, 1.6197, -0.6213], [-2.6246, -0.2911, 0.9269], [-2.8176, -1.3207, -0.5540], [-2.6973, 0.4222, -0.6563], [-0.3402, -0.5537, 0.8832], [-0.4332, -1.6340, -0.5230], [-0.8504, 0.2817, -2.0546], [2.5145, 0.7326, 1.1685], [2.1000, -0.0233, 0.1239], [2.6200, -1.0369, -0.3009], [3.4213, 0.5826, 1.5730], [1.8799, 1.4112, 1.5610], [1.2222, 0.4441, -0.3014]], "nbo_charge": [-0.607, -0.514, 0.427, -0.570, 0.231, 0.223, 0.226, 0.224, 0.244, 0.128, -0.828, 0.511, -0.619, 0.397, 0.402, 0.124], "homo_energy_ev": -9.694, "multiplicity": 1, "lumo_ev": 0.88, "smiles": "CCC=O.NC=O"}

=====

Most stable structure - model iii; separation to the second - 88.0 kJ/mol.